This record from the OMol25 dataset describes a 12-piece molecular cluster, C42H96Br12Cl6O24P6 overall at a distorted geometry. The level of theory is ωB97M-V/def2-TZVPD.

Last columns: bonded neighbours and bond lengths (Å).
Positions of all 186 atoms, in Å:
1 H -2.725 13.990 9.199  C157 1.090
2 H -7.877 -12.894 -0.152  C154 1.090
3 H 13.029 -2.089 -0.664  C131 1.090
4 O 9.161 -4.988 -1.013  P13 1.625, C118 1.386
5 H 6.797 -5.994 -0.163  C8 1.090
6 H 6.892 -4.330 0.453  C8 1.090
7 H -6.680 -1.534 -2.560  C96 1.090
8 C 7.344 -5.321 0.498  H5 1.090, H6 1.090, H73 1.090, C118 1.526
9 H 14.033 7.813 5.365  C42 1.090
10 C -13.912 3.457 -4.935  Br56 1.993, Br68 1.976, H145 1.090, Br173 2.027
11 H 0.108 -1.509 -2.546  C97 1.090
12 C -2.724 6.745 -1.769  H52 1.090, H100 1.090, O123 1.401, C168 1.519
13 P 9.243 -3.398 -1.338  O4 1.625, O38 1.499, O89 1.628, O99 1.628
14 Cl -0.924 -4.191 4.689  C32 1.780
15 H 12.800 -2.743 -2.199  C131 1.090
16 O -12.520 -11.390 1.522  P29 1.638, C86 1.386
17 C 2.012 7.714 -4.524  H125 1.090, C129 1.487, H174 1.090, H175 1.090
18 O -2.607 9.234 6.180  C65 1.500, P172 1.599
19 C 7.898 -4.337 -4.115  H37 1.090, H91 1.090, H95 1.090, C116 1.526
20 H -3.467 1.692 -8.506  C185 1.090
21 H 15.954 3.384 6.240  C159 1.090
22 Cl -3.252 0.103 -10.259  C185 1.796
23 H 0.075 8.418 5.392  C143 1.090
24 H -9.466 -8.529 0.433  C71 1.090
25 O -1.420 -3.885 -2.813  C36 1.433, P134 1.608
26 C 13.234 8.464 3.402  C42 1.540, H59 1.090, H115 1.090, H126 1.090
27 C -2.186 11.872 4.201  H62 1.090, H77 1.090, C90 1.502, O180 1.438
28 H 8.902 5.368 4.631  C92 1.090
29 P -11.269 -10.702 0.721  O16 1.638, O94 1.534, O122 1.616, O151 1.647
30 H -8.823 -12.259 -1.442  C154 1.090
31 C -5.529 -6.121 -7.820  Br74 2.005, H102 1.090, Br111 1.958, Br182 1.983
32 C -2.402 -3.391 5.277  Cl14 1.780, Cl60 1.833, H150 1.090, Cl153 1.764
33 H -3.830 9.878 -7.223  C179 1.090
34 H -1.073 7.051 5.840  C143 1.090
35 O -4.692 10.761 5.876  P172 1.477
36 C -0.762 -5.034 -2.266  O25 1.433, C41 1.523, H121 1.090, H138 1.090
37 H 8.592 -5.157 -4.303  C19 1.090
38 O 8.096 -2.516 -0.947  P13 1.499
39 H 8.892 5.484 2.870  C92 1.090
40 C -4.470 -1.336 -2.687  H69 1.090, C96 1.549, O104 1.458, H186 1.090
41 C -1.677 -6.245 -2.380  C36 1.523, H82 1.090, H112 1.090, H184 1.090
42 C 13.086 7.936 4.841  H9 1.090, C26 1.540, O57 1.402, H67 1.090
43 O -2.213 6.348 -4.892  P113 1.504
44 P 12.831 5.359 4.526  O57 1.608, O109 1.485, O155 1.649, O183 1.647
45 C -0.067 0.054 -0.952  C97 1.539, H107 1.090, H119 1.090, H171 1.090
46 O -1.872 8.984 -4.747  C110 1.420, P113 1.621
47 H -2.698 8.527 -7.346  C179 1.090
48 H -14.633 -11.527 -0.279  C98 1.090
49 O -1.447 -1.878 -1.198  C97 1.431, P134 1.652
50 C -10.026 -7.212 2.032  C71 1.520, H142 1.090, H160 1.090, H167 1.090
51 H -13.596 -9.808 1.279  C86 1.090
52 H -2.233 6.773 -0.796  C12 1.090
53 H -0.153 11.891 4.230  C90 1.090
54 H -4.559 7.814 -1.184  C168 1.090
55 H 0.333 7.537 6.812  C143 1.090
56 Br -14.307 2.079 -6.320  C10 1.993
57 O 12.243 6.816 4.870  C42 1.402, P44 1.608
58 H -1.016 -15.078 1.996  C75 1.090
59 H 13.325 9.550 3.393  C26 1.090
60 Cl -1.951 -1.826 6.119  C32 1.833
61 H -14.810 -12.585 1.099  C98 1.090
62 H -2.987 11.356 3.669  C27 1.090
63 H -8.804 -14.069 -1.146  C154 1.090
64 H -0.829 11.248 2.691  C90 1.090
65 C -1.295 8.964 6.854  O18 1.500, H108 1.090, H117 1.090, C143 1.506
66 O -3.304 -3.671 -0.949  P134 1.504
67 H 12.526 8.637 5.460  C42 1.090
68 Br -12.158 4.293 -5.297  C10 1.976
69 H -4.357 -0.360 -3.160  C40 1.090
70 C -0.919 -16.044 -7.715  H80 1.090, Br84 2.020, Br106 1.986, Br158 1.978
71 C -9.747 -8.602 1.483  H24 1.090, C50 1.520, H79 1.090, O151 1.406
72 H 0.713 6.073 -4.843  C129 1.090
73 H 7.176 -5.712 1.502  C8 1.090
74 Br -3.693 -6.709 -8.371  C31 2.005
75 C -0.630 -14.493 2.831  H58 1.090, Br114 1.989, Br135 2.022, Br146 1.964
76 H -2.052 10.124 -7.051  C179 1.090
77 H -2.190 12.913 3.880  C27 1.090
78 H 10.040 6.436 3.925  C92 1.090
79 H -8.959 -9.083 2.063  C71 1.090
80 H -0.655 -16.427 -6.730  C70 1.090
81 H -14.042 -10.834 2.636  C86 1.090
82 H -2.615 -5.928 -1.923  C41 1.090
83 H 9.246 -6.486 0.433  C118 1.090
84 Br -0.172 -17.206 -9.189  C70 2.020
85 H -3.370 10.322 -4.910  C110 1.090
86 C -13.791 -10.839 1.575  O16 1.386, H51 1.090, H81 1.090, C98 1.505
87 H 9.252 -2.830 -4.851  C116 1.090
88 H 12.954 3.689 6.945  C170 1.090
89 O 9.616 -3.277 -2.918  P13 1.628, C116 1.449
90 C -0.894 11.232 3.779  C27 1.502, H53 1.090, H64 1.090, H163 1.090
91 H 7.306 -4.511 -3.216  C19 1.090
92 C 9.534 5.487 3.751  H28 1.090, H39 1.090, H78 1.090, C165 1.573
93 H -9.894 -13.804 1.058  C124 1.090
94 O -11.532 -10.311 -0.739  P29 1.534
95 H 7.099 -4.272 -4.853  C19 1.090
96 C -5.826 -1.977 -3.073  H7 1.090, C40 1.549, H105 1.090, H147 1.090
97 C -0.631 -0.974 -1.949  H11 1.090, C45 1.539, O49 1.431, H181 1.090
98 C -14.862 -11.542 0.787  H48 1.090, H61 1.090, C86 1.505, H148 1.090
99 O 10.629 -2.967 -0.601  P13 1.628, C132 1.447
100 H -2.380 5.784 -2.153  C12 1.090
101 H -10.929 -13.242 -0.164  C124 1.090
102 H -5.402 -5.083 -7.511  C31 1.090
103 H 15.252 2.428 7.436  C159 1.090
104 O -3.295 -2.127 -3.033  C40 1.458, P134 1.623
105 H -5.621 -3.018 -2.822  C96 1.090
106 Br -2.882 -15.898 -7.987  C70 1.986
107 H -0.843 0.552 -0.370  C45 1.090
108 H -0.671 9.838 7.041  C65 1.090
109 O 13.516 5.235 3.214  P44 1.485
110 C -3.082 9.380 -5.376  O46 1.420, H85 1.090, H164 1.090, C179 1.474
111 Br -6.790 -6.210 -9.315  C31 1.958
112 H -1.324 -7.115 -1.825  C41 1.090
113 P -1.745 7.517 -4.069  O43 1.504, O46 1.621, O123 1.611, O149 1.606
114 Br -1.909 -12.972 2.923  C75 1.989
115 H 14.045 8.122 2.759  C26 1.090
116 C 8.647 -3.017 -3.964  C19 1.526, H87 1.090, O89 1.449, H144 1.090
117 H -1.521 8.576 7.847  C65 1.090
118 C 8.837 -5.495 0.236  O4 1.386, C8 1.526, H83 1.090, H140 1.090
119 H 0.702 -0.328 -0.280  C45 1.090
120 H -4.543 6.194 -0.573  C168 1.090
121 H -0.509 -4.888 -1.216  C36 1.090
122 O -10.035 -11.727 0.918  P29 1.616, C124 1.449
123 O -2.412 7.805 -2.631  C12 1.401, P113 1.611
124 C -9.962 -13.031 0.293  H93 1.090, H101 1.090, O122 1.449, C154 1.542
125 H 2.309 7.311 -3.556  C17 1.090
126 H 12.301 8.246 2.881  C26 1.090
127 H 10.195 3.392 3.350  C165 1.090
128 H -1.422 12.863 8.938  C157 1.090
129 C 0.664 7.162 -4.823  C17 1.487, H72 1.090, O149 1.379, H152 1.090
130 H 13.903 -3.630 -1.186  C131 1.090
131 C 12.977 -3.054 -1.169  H3 1.090, H15 1.090, H130 1.090, C132 1.565
132 C 11.777 -3.847 -0.555  O99 1.447, C131 1.565, H161 1.090, H162 1.090
133 H 13.738 2.913 5.461  C170 1.090
134 P -2.428 -2.973 -1.953  O25 1.608, O49 1.652, O66 1.504, O104 1.623
135 Br 1.299 -14.197 2.300  C75 2.022
136 Cl -1.115 1.475 -8.646  C185 1.835
137 C -3.442 11.988 8.678  C157 1.560, H166 1.090, O169 1.421, H177 1.090
138 H 0.074 -5.261 -2.928  C36 1.090
139 H -2.103 13.329 7.546  C157 1.090
140 H 9.316 -4.903 1.015  C118 1.090
141 H 15.394 4.111 7.783  C159 1.090
142 H -9.164 -6.556 1.910  C50 1.090
143 C -0.475 7.898 6.177  H23 1.090, H34 1.090, H55 1.090, C65 1.506
144 H 7.973 -2.195 -3.722  C116 1.090
145 H -14.645 4.261 -4.864  C10 1.090
146 Br -0.746 -15.656 4.408  C75 1.964
147 H -5.984 -1.760 -4.129  C96 1.090
148 H -15.888 -11.203 0.932  C98 1.090
149 O -0.177 7.379 -3.751  P113 1.606, C129 1.379
150 H -3.013 -3.031 4.449  C32 1.090
151 O -10.914 -9.373 1.628  P29 1.647, C71 1.406
152 H 0.327 7.407 -5.830  C129 1.090
153 Cl -3.188 -4.581 6.316  C32 1.764
154 C -8.795 -13.069 -0.714  H2 1.090, H30 1.090, H63 1.090, C124 1.542
155 O 13.836 4.979 5.778  P44 1.649, C170 1.404
156 H -4.686 6.621 -2.360  C168 1.090
157 C -2.409 13.152 8.577  H1 1.090, H128 1.090, C137 1.560, H139 1.090
158 Br -0.079 -14.254 -7.712  C70 1.978
159 C 15.154 3.413 6.980  H21 1.090, H103 1.090, H141 1.090, C170 1.559
160 H -10.136 -7.362 3.106  C50 1.090
161 H 11.674 -4.844 -0.985  C132 1.090
162 H 12.088 -4.055 0.469  C132 1.090
163 H -0.716 10.197 4.071  C90 1.090
164 H -3.868 8.654 -5.166  C110 1.090
165 C 10.625 4.366 3.585  C92 1.573, H127 1.090, H176 1.090, O183 1.389
166 H -4.402 12.379 8.341  C137 1.090
167 H -10.876 -6.867 1.444  C50 1.090
168 C -4.197 6.810 -1.404  C12 1.519, H54 1.090, H120 1.090, H156 1.090
169 O -3.022 10.845 7.945  C137 1.421, P172 1.612
170 C 13.796 3.659 6.254  H88 1.090, H133 1.090, O155 1.404, C159 1.559
171 H 0.442 0.906 -1.403  C45 1.090
172 P -3.304 10.662 6.369  O18 1.599, O35 1.477, O169 1.612, O180 1.655
173 Br -14.009 2.671 -3.070  C10 2.027
174 H 2.766 7.391 -5.241  C17 1.090
175 H 2.080 8.800 -4.453  C17 1.090
176 H 11.116 4.471 2.618  C165 1.090
177 H -3.565 11.733 9.730  C137 1.090
178 Cl -2.951 2.994 -10.427  C185 1.765
179 C -2.897 9.470 -6.836  H33 1.090, H47 1.090, H76 1.090, C110 1.474
180 O -2.258 11.709 5.628  C27 1.438, P172 1.655
181 H -1.255 -0.461 -2.681  C97 1.090
182 Br -6.113 -7.168 -6.241  C31 1.983
183 O 11.511 4.383 4.654  P44 1.647, C165 1.389
184 H -1.873 -6.539 -3.411  C41 1.090
185 C -2.800 1.593 -9.363  H20 1.090, Cl22 1.796, Cl136 1.835, Cl178 1.765
186 H -4.461 -1.165 -1.610  C40 1.090

Its SMILES is CCOP(=O)(OCC)OCC.CCOP(=O)(OCC)OCC.CCOP(=O)(OCC)OCC.CCOP(=O)(OCC)OCC.CCOP(=O)(OCC)OCC.CCOP(=O)(OCC)OCC.BrC(Br)Br.BrC(Br)Br.BrC(Br)Br.BrC(Br)Br.ClC(Cl)Cl.ClC(Cl)Cl. The HOMO energy is -10.2 eV. The LUMO energy is -0.711 eV. For the total energy, the calculation gives -1065638.1175 eV. The calculation puts the gap between HOMO and LUMO at 9.45 eV.